(1)
Density functional theory data (ωB97M-V/def2-TZVPD) for a cluster of 11 separate species, C29H66F6N8O12P in total in a non-equilibrium geometry.

Positions of all 122 atoms, in Å:
H1 4.55301 1.67102 3.98767
O1 0.61658 -5.17880 -3.74967
H2 -0.74612 0.96574 -5.40536
H3 -2.83916 5.77395 -4.48594
F1 -1.08299 1.30858 -0.74583
C1 -5.84409 -1.22398 0.48125
C2 3.34548 0.21620 -1.00968
C3 4.99419 1.02980 3.22459
C4 0.16128 -3.13116 -2.97115
H4 3.89758 3.49252 -0.44547
H5 -5.34392 -1.56849 -1.90881
O2 -0.40949 5.82351 -2.10375
H6 -0.79075 5.37572 1.86274
O3 1.50112 3.03503 4.49507
H7 -1.65441 -4.95116 3.46536
H8 -2.13819 -3.19295 -2.77869
H9 2.42382 1.72838 -3.25162
H10 1.64158 6.10921 3.80860
H11 2.08655 3.46621 -0.54370
N1 3.23350 -1.05488 -1.48495
H12 -0.69147 -6.45657 0.32283
H13 0.94094 -2.39047 -2.79335
H14 0.51259 -0.80979 6.99160
H15 3.06026 3.70135 1.03708
O4 -0.42389 -4.83243 -5.84164
F2 0.08250 -0.60373 -0.52109
H16 3.70285 -2.86218 -0.50165
H17 -0.93881 -7.24105 1.78641
H18 0.88681 2.42182 2.66397
C5 0.97465 3.24519 3.38960
H19 -6.30379 -0.27330 0.75146
H20 -0.27793 3.89043 0.94682
H21 -0.10012 -0.16610 -3.54090
O5 -7.23693 -1.59369 -2.84801
F3 0.79676 1.31601 0.43431
H22 -8.88749 -1.21674 -1.18441
O6 5.50147 -1.73713 3.88996
H23 0.76707 5.15238 1.09837
H24 -0.58236 1.34122 5.41732
N2 -6.85474 -1.42745 -0.61405
H25 2.12400 -0.53669 2.43529
C6 -1.51216 -1.73195 5.04604
C7 -0.80610 0.53466 4.71911
C8 -6.44447 -1.56304 -1.87781
H26 0.25241 -3.14816 1.45523
O7 1.92891 3.27643 -4.57196
H27 0.04132 2.24731 -6.02677
H28 -3.50359 3.36585 -3.10930
H29 -2.63420 2.74108 -4.42770
H30 2.94184 0.35361 0.00540
H31 -1.38178 -1.70359 -2.48837
F4 -1.06736 1.28218 1.76966
C9 -0.30187 -6.47706 1.34062
C10 0.92631 -0.11994 -3.90476
N3 -1.72181 4.35282 -3.30189
C11 -1.23804 -2.77245 -2.33034
H32 -1.26182 6.12708 -4.53961
C12 0.00769 -4.43249 -4.75005
H33 3.74239 -1.10006 -3.71069
C13 2.77600 0.28553 2.73020
H34 6.04378 0.85480 3.46088
C14 3.82612 -1.58279 -2.73700
C15 -1.04671 4.77934 -2.20527
F5 -0.03921 -0.76148 1.60138
O8 1.49630 -4.45690 0.50751
C16 0.48371 -4.16832 1.11173
H35 0.17266 -5.03623 -1.92660
H36 -4.83461 -0.89137 0.23956
H37 2.72754 1.14312 2.05917
C17 0.79163 -4.43231 -2.59012
H38 2.30331 0.67314 3.63266
H39 4.89144 -1.74295 -2.57107
H40 -1.72888 0.63687 4.14802
C18 -8.27093 -1.20942 -0.28558
C19 2.88098 -2.14900 -0.56494
H41 0.69362 -6.91609 1.27473
N4 -0.46143 -5.04351 1.60359
C20 1.88131 2.14506 -4.11434
H42 -5.88651 -1.89182 1.34166
F6 -1.98487 -0.40163 0.49010
C21 -2.49902 3.05056 -3.39134
N5 0.54859 4.41505 3.04256
C22 0.66811 -1.12103 5.95862
H43 1.26278 -0.98773 -4.47205
H44 0.56344 0.61499 -6.58791
H45 -8.55517 -0.34882 0.31995
O9 3.87443 1.12452 -1.62620
N6 1.10330 1.15528 -4.64508
H46 3.66491 -2.21011 3.41718
O10 3.03609 5.28043 -0.15024
C23 0.26150 1.22084 -5.73358
H47 -2.23450 2.18171 -2.78867
H48 -1.19984 -2.89914 -1.24840
H49 0.83880 -2.19711 5.92634
H50 -2.37795 -1.28892 4.52996
N7 4.09622 -0.16371 3.12847
H51 -0.93377 4.11019 -1.33827
O11 -0.08244 -3.17243 -4.35656
O12 -1.37717 -2.95865 5.37966
P1 -0.53435 0.41426 0.54452
H52 2.65190 -1.71114 0.40661
H53 -0.05316 0.41410 3.94024
H54 -1.88817 4.75816 -5.35976
H55 1.55970 -0.24851 -3.02704
H56 -2.63768 -4.85554 2.05762
H57 1.98936 -2.68469 -0.89074
H58 1.85888 -4.45804 -2.37004
C24 0.65412 5.65073 3.86160
C25 2.96145 3.87111 -0.03507
H59 0.72406 5.38659 4.91680
C26 4.39852 -1.39280 3.49486
H60 -0.21926 6.29281 3.74748
H61 4.94196 1.55326 2.26993
H62 -8.71054 -2.06700 0.22374
H63 1.49118 -0.65113 5.42025
C27 -1.67148 -4.54394 2.45443
H64 3.27906 5.70132 0.67766
C28 -0.00148 4.64593 1.68227
H65 3.36500 -2.53564 -2.99689
H66 -1.73874 -3.45747 2.51075
N8 -0.53040 -0.81910 5.22917
C29 -1.88912 5.24893 -4.38650

Results
HOMO energy (spin up / spin down) = -8.6 / -8.6 eV
Spin multiplicity = 2
Orbital gap (spin up / spin down) = 7.614 / 1.849 eV



(2)
Density functional theory data (ωB97M-V/def2-TZVPD) for a cluster of 2 separate species, C2H5NO2 in total.

Positions of all 10 atoms, in Å:
C1 -2.75840 -2.22602 1.29194
H1 -2.19327 -2.21986 2.22745
H2 1.70189 2.72758 0.04717
C2 2.09422 1.02659 -1.08295
N1 1.46520 2.18630 -0.76871
O1 3.15506 0.67034 -0.64266
H3 1.55712 0.36030 -1.77435
H4 0.66151 2.41234 -1.32063
H5 -2.19468 -2.58936 0.40893
O2 -3.86839 -1.78972 1.22068

Results
HOMO energy = -10.2 eV
SMILES = NC=O.C=O
Orbital gap = 10.690 eV
Energy above the lowest of the compared OMol25 structures with the same formula, charge and spin = 33.63 kcal per mole



(3)
Density functional theory data (ωB97M-V/def2-TZVPD) for the molecule C5H6O.

Positions of all 12 atoms, in Å:
H1 -0.36663 0.38391 1.40922
H2 0.90373 -0.89255 -1.09773
H3 1.47972 -0.83719 2.63840
C1 -1.46220 1.27948 -1.77531
C2 -0.74704 0.36033 -1.19150
C3 0.09185 -0.49983 0.94330
H4 -0.94851 2.22459 -1.91539
O1 2.48170 -0.74913 0.89164
C4 1.46172 -0.70619 1.53608
H5 -2.47865 1.16148 -2.13835
C5 0.11839 -0.37506 -0.55263
H6 -0.53408 -1.34984 1.25226

Results
HOMO energy = -9.6 eV
SMILES = C=C=CCC=O
Orbital gap = 10.502 eV
Energy above the lowest of the compared OMol25 structures with the same formula, charge and spin = 41.55 kcal per mole



(4)
Density functional theory data (ωB97M-V/def2-TZVPD) for a cluster of 2 separate species, C2H7O2 in total in a non-equilibrium geometry.

Positions of all 11 atoms, in Å:
H1 2.75233 -0.22868 -0.38153
H2 2.00631 1.44808 -0.13280
H3 -2.47259 -0.34009 -0.81273
O1 1.10788 -0.43153 -0.57074
C1 -1.86912 0.14065 -0.07992
H4 2.01250 0.03049 1.15580
O2 -0.70101 -0.54567 0.20426
C2 1.97882 0.34052 0.12151
H5 -2.46188 -0.08180 0.72003
H6 -1.53182 1.10221 -0.26502
H7 -0.82143 -1.43418 0.04116

Results
HOMO energy (spin up / spin down) = -16.6 / -16.7 eV
Total charge = +1
Orbital gap (spin up / spin down) = 7.870 / 8.051 eV
Energy above the lowest of the compared OMol25 structures with the same formula, charge and spin = 139.60 kcal per mole